--- one ---
Formula: C5H14NO2
Source: the Open Molecules 2025 dataset
Level of theory: wB97M-V/def2-TZVPD

## Properties
orbital gap = 10.54 eV
HOMO level = -13.6 eV

Structure (ORCA input):
```
! wB97M-V def2-TZVPD RIJCOSX def2/J DEFGRID3
* xyz 1 1
C 1.085 1.837 0.876
O -0.338 1.617 0.849
C 1.793 0.541 1.170
C 1.820 -0.369 -0.103
C 0.468 -0.681 -0.620
C -0.217 -1.763 -0.302
N -1.610 -1.851 -0.773
H 1.317 2.215 -0.126
H 1.273 2.635 1.598
H -0.621 1.459 1.742
H 2.823 0.553 1.538
H 1.244 -0.046 1.916
H 2.410 0.121 -0.880
H 2.334 -1.285 0.133
H -0.027 -0.050 -1.332
H 0.070 -2.593 0.338
H -2.269 -1.724 0.003
H -1.821 -2.659 -1.333
H -1.841 -1.030 -1.359
H -2.619 1.105 -1.892
H -2.546 1.324 -0.390
O -2.729 0.643 -1.054
*
```

***

--- two ---
Formula: C5H14NO2
Source: the Open Molecules 2025 dataset
Level of theory: wB97M-V/def2-TZVPD

## Properties
structure (SMILES) = C[C@H](O)[C@](C)([NH3+])CO
orbital gap = 11.22 eV
HOMO level = -14.4 eV

Structure (ORCA input):
```
! wB97M-V def2-TZVPD RIJCOSX def2/J DEFGRID3
* xyz 1 1
C -0.454 2.121 0.466
C -0.115 -1.546 -1.004
C 1.819 -0.173 0.407
C -0.588 0.877 -0.380
C 0.159 -0.482 0.026
N -0.616 -1.091 1.206
O 2.408 0.654 -0.512
O -1.999 0.594 -0.375
H 0.539 2.194 0.790
H -1.152 2.097 1.297
H -0.669 2.893 -0.149
H -0.975 -1.215 -1.536
H 0.570 -1.893 -1.832
H -0.410 -2.493 -0.657
H 1.821 0.276 1.383
H 2.194 -1.212 0.423
H -0.328 1.139 -1.475
H -0.661 -0.532 2.030
H -0.327 -2.033 1.290
H -1.565 -1.138 0.746
H 2.962 0.107 -1.074
H -2.614 0.857 -1.070
*
```

***

Result of the stability comparison: two is the least stable of them.

***

--- one ---
Formula: C4H13NS
Source: the Open Molecules 2025 dataset
Level of theory: wB97M-V/def2-TZVPD

## Properties
structure (SMILES) = CCNC.CS
orbital gap = 9.00 eV
HOMO level = -8.2 eV

Structure (ORCA input):
```
! wB97M-V def2-TZVPD RIJCOSX def2/J DEFGRID3
* xyz 0 1
C 0.493 -2.363 1.203
C 0.197 -0.936 1.584
N -0.395 -0.134 0.527
C -0.364 1.292 0.717
H 1.169 -2.441 0.346
H 0.913 -2.914 2.051
H -0.441 -2.895 0.989
H -0.435 -0.943 2.472
H 1.093 -0.351 1.823
H -1.214 -0.509 0.025
H 0.083 -0.261 -0.885
H -0.927 1.459 1.667
H -0.960 1.788 -0.066
H 0.586 1.833 0.789
C 0.089 1.762 -2.690
S -0.267 -0.395 -2.329
H 0.239 1.726 -3.763
H -0.823 2.305 -2.343
H 0.963 1.976 -2.118
*
```

***

--- two ---
Formula: C4H13NS
Source: the Open Molecules 2025 dataset
Level of theory: wB97M-V/def2-TZVPD

## Properties
orbital gap = 3.79 eV
HOMO level = -4.9 eV

Structure (ORCA input):
```
! wB97M-V def2-TZVPD RIJCOSX def2/J DEFGRID3
* xyz 0 1
C 3.104 -0.840 2.825
C 2.445 -0.009 1.741
S 0.627 -0.221 1.660
H 2.396 -1.211 3.556
H 3.801 -0.207 3.376
H 3.642 -1.720 2.477
H 2.808 -0.188 0.737
H 2.678 1.057 1.826
C -1.696 -0.682 -2.118
N -1.916 0.603 -2.841
C -3.144 1.350 -2.478
H -2.597 -1.193 -1.833
H -1.076 -1.305 -2.756
H -1.171 -0.424 -1.202
H -2.047 0.457 -3.839
H -1.108 1.216 -2.715
H -3.904 0.755 -2.014
H -3.583 1.858 -3.335
H -3.000 2.224 -1.840
*
```

***

--- three ---
Formula: C4H13NS
Source: the Open Molecules 2025 dataset
Level of theory: wB97M-V/def2-TZVPD

## Properties
structure (SMILES) = CCS.CNC
orbital gap = 9.37 eV
HOMO level = -8.6 eV

Structure (ORCA input):
```
! wB97M-V def2-TZVPD RIJCOSX def2/J DEFGRID3
* xyz 0 1
C -2.657 -2.507 -0.715
C -1.662 -1.969 -1.751
S -0.753 -0.321 -1.280
H -2.740 -3.680 -0.663
H -2.261 -2.247 0.246
H -3.655 -2.079 -0.883
H -0.842 -2.803 -1.992
H -2.059 -1.787 -2.725
C 0.891 2.557 1.906
N 1.298 1.997 0.554
C 2.532 1.224 0.482
H -0.190 2.812 1.963
H 1.553 3.367 2.362
H 1.036 1.788 2.636
H 0.362 -0.702 -1.949
H 0.590 1.324 0.336
H 3.318 1.788 1.036
H 2.434 0.242 1.009
H 2.805 0.995 -0.573
*
```

***

--- four ---
Formula: C4H13NS
Source: the Open Molecules 2025 dataset
Level of theory: wB97M-V/def2-TZVPD

## Properties
structure (SMILES) = CNC.CSC
orbital gap = 9.30 eV
HOMO level = -8.5 eV

Structure (ORCA input):
```
! wB97M-V def2-TZVPD RIJCOSX def2/J DEFGRID3
* xyz 0 1
C -0.284 -1.645 -1.864
S -1.944 -2.476 -1.417
C -1.494 -3.460 0.187
H -0.672 -0.591 -1.992
H -0.114 -2.102 -2.795
H 0.536 -1.826 -1.290
H -0.613 -4.252 -0.009
H -1.103 -2.737 0.961
H -2.375 -3.958 0.543
C 0.964 2.637 1.976
N 1.996 2.885 1.015
C 2.448 4.216 1.254
H 0.273 3.437 2.043
H 0.391 1.802 1.852
H 1.506 2.435 3.069
H 1.609 2.741 0.042
H 1.973 5.103 0.697
H 3.559 4.261 0.867
H 2.370 4.613 2.264
*
```

***

Result of the stability comparison: two is the least stable of them.